No. 1
DFT (the ωB97M-V functional and the def2-TZVPD basis) results for a 2-piece molecular cluster, C2H11N2 overall.

```
! RIJCOSX wB97M-V def2-TZVPD def2/J DEFGRID3
* xyz 1 1
N -2.082 -1.091 0.313
H -3.081 -0.928 0.219
H -1.922 -1.847 -0.356
H -0.925 0.329 0.212
H -1.953 -1.419 1.266
C 1.867 -0.120 0.304
C 0.933 0.437 -0.732
N -0.275 1.094 -0.075
H 1.384 -0.492 1.203
H 2.533 -0.891 -0.095
H 2.548 0.658 0.659
H 1.351 1.214 -1.369
H 0.491 -0.298 -1.407
H -0.774 1.585 -0.812
H -0.093 1.769 0.670
*
```

* highest occupied orbital energy: -15.5 eV
* LUMO level: -0.11855 hartree

No. 2
DFT (the ωB97M-V functional and the def2-TZVPD basis) results for a 2-piece molecular cluster, C2H11N2 overall.

```
! RIJCOSX wB97M-V def2-TZVPD def2/J DEFGRID3
* xyz 1 1
N -0.683 -1.303 -1.833
H -1.669 -1.213 -2.107
H -0.236 -0.718 -2.530
H 0.894 -1.340 1.435
H -0.515 -2.287 -2.013
C -0.336 1.625 0.460
C 0.819 0.751 0.851
N 0.346 -0.701 0.857
H -0.922 1.248 -0.374
H -0.938 1.907 1.313
H 0.036 2.575 0.104
H 1.670 0.773 0.178
H 1.147 0.973 1.856
H 0.341 -1.103 -0.098
H -0.623 -0.735 1.168
*
```

* highest occupied orbital energy: -15.3 eV
* LUMO level: -0.11981 hartree

No. 3
DFT (the ωB97M-V functional and the def2-TZVPD basis) results for a 2-piece molecular cluster, C2H11N2 overall.

```
! RIJCOSX wB97M-V def2-TZVPD def2/J DEFGRID3
* xyz 2 2
N -0.679 1.401 1.993
H -0.163 1.212 2.873
H -0.125 0.254 0.384
H -1.675 1.282 2.257
H -0.538 2.384 1.676
C -0.829 -1.357 -0.886
N 0.216 -0.454 -0.306
C 1.314 0.134 -1.165
H -0.889 -2.345 -0.403
H -1.767 -0.802 -0.920
H -0.547 -1.611 -1.914
H 0.745 -1.013 0.387
H 2.232 -0.457 -1.117
H 1.628 1.068 -0.649
H 1.075 0.303 -2.210
*
```

* highest occupied orbital energy (spin up / spin down): -21.9 / -21.9 eV
* LUMO level (spin up / spin down): -0.31294 / -0.57262 hartree

No. 4
DFT (the ωB97M-V functional and the def2-TZVPD basis) results for a 2-piece molecular cluster, C2H11N2O overall.

```
! RIJCOSX wB97M-V def2-TZVPD def2/J DEFGRID3
* xyz 0 2
C -2.002 0.783 -0.687
N -0.687 1.313 -0.182
H -2.817 1.462 -0.437
H -1.846 0.483 -1.703
H -2.229 -0.074 -0.044
H 0.120 1.106 -0.820
H -0.335 0.766 0.635
H -0.675 2.347 -0.020
N 1.920 -0.241 -0.013
C 1.202 -1.178 0.840
O -0.097 -1.497 0.298
H 2.536 0.400 0.460
H 2.177 -0.530 -0.941
H 1.794 -2.083 0.825
H 1.042 -0.654 1.788
H -0.104 -2.404 0.001
*
```

* highest occupied orbital energy (spin up / spin down): -3.0 / -9.7 eV
* LUMO level (spin up / spin down): 0.02884 / 0.01907 hartree

No. 5
DFT (the ωB97M-V functional and the def2-TZVPD basis) results for a 2-piece molecular cluster, C2H11N2O overall.

```
! RIJCOSX wB97M-V def2-TZVPD def2/J DEFGRID3
* xyz 1 1
C -1.732 0.291 -0.384
N -2.214 0.249 0.967
C -0.338 0.766 -0.442
N 0.567 -0.284 0.227
H -2.301 0.926 -1.085
H -1.816 -0.682 -0.849
H -1.957 0.996 1.597
H -3.203 0.115 1.028
H -0.129 1.676 0.093
H 0.075 0.902 -1.440
H 0.286 -1.239 0.028
H 1.593 -0.194 0.058
H 0.438 -0.154 1.236
H 4.124 -0.560 -0.384
H 3.363 -1.880 -0.403
O 3.243 -0.929 -0.247
*
```

* highest occupied orbital energy: -13.4 eV
* LUMO level: -0.11730 hartree

No. 6
DFT (the ωB97M-V functional and the def2-TZVPD basis) results for a 3-piece molecular cluster, C2H11N2O2 overall.

```
! RIJCOSX wB97M-V def2-TZVPD def2/J DEFGRID3
* xyz 1 1
C -0.697 -0.172 -1.123
C -0.770 -1.481 -0.854
N -0.599 -2.604 -1.744
N -0.790 0.635 0.284
H -1.328 0.362 -1.820
H -0.745 -1.916 0.144
H 0.417 -2.437 -1.740
H -0.917 -2.380 -2.687
H -1.658 0.861 0.768
H -0.424 1.519 -0.101
H -0.087 0.297 0.944
H 0.952 -1.162 2.876
H 0.706 -0.056 4.004
O 1.017 -0.235 3.114
H 2.026 2.598 -1.270
H 1.652 3.343 -0.042
O 1.244 2.829 -0.752
*
```

* highest occupied orbital energy: -14.5 eV
* LUMO level: -0.13144 hartree

No. 7
DFT (the ωB97M-V functional and the def2-TZVPD basis) results for a 2-piece molecular cluster, C2H11N3 overall.

```
! RIJCOSX wB97M-V def2-TZVPD def2/J DEFGRID3
* xyz 0 1
C -3.084 0.398 -0.521
N -3.005 -0.095 -1.880
H -2.629 -0.224 0.251
H -2.548 1.356 -0.488
H -4.109 0.671 -0.282
H -2.076 -0.233 -2.238
H -3.629 -0.859 -2.089
N 1.413 0.623 0.069
C 2.178 0.220 1.267
N 2.823 -1.092 1.132
H 1.709 1.503 -0.328
H 0.417 0.646 0.244
H 1.464 0.151 2.085
H 2.952 0.940 1.503
H 3.350 -1.046 0.262
H 2.073 -1.747 0.922
*
```

* highest occupied orbital energy: -9.1 eV
* LUMO level: 0.03120 hartree
* SMILES string: NCN.CN

No. 8
DFT (the ωB97M-V functional and the def2-TZVPD basis) results for a 3-piece molecular cluster, C2H11N3O overall.

```
! RIJCOSX wB97M-V def2-TZVPD def2/J DEFGRID3
* xyz 0 1
C 0.911 -0.667 1.300
N -0.139 1.831 0.379
N 1.006 2.460 0.476
N -0.612 1.555 -0.750
H 1.369 2.554 1.409
H 1.643 2.534 -0.318
H -1.156 0.227 -0.641
H -0.016 1.762 -1.569
H 1.084 -1.710 1.562
H 1.678 -0.368 0.588
H 1.007 -0.066 2.200
C -1.321 -1.907 -1.103
O -1.454 -0.826 -0.215
H -0.172 -0.733 0.674
H -2.168 -1.966 -1.793
H -0.389 -1.842 -1.679
H -1.274 -2.837 -0.520
*
```

* highest occupied orbital energy: -8.5 eV
* LUMO level: 0.01451 hartree
* SMILES string: [H]/N=N\N.CO.C

Values of electronic energy, in order: -5226.73746 -5226.59924 -5210.74319 -7276.11362 -7273.91723 -9319.18912 -6722.14278 -8766.44229, all in eV.
Values of ΔE to the lowest compared entry with this formula, charge and spin, in order: 20.05 33.39 47.52 87.03 34.57 300.77 42.30 325.36, all in kJ/mol.